No. 1
This record from OMol25 describes 2 unconnected molecules or ions with the total composition C3H7NO in a non-equilibrium geometry. The level of theory is ωB97M-V/def2-TZVPD.

Cartesian coordinates (Å):
O: -2.234 1.184 1.794
N: -1.747 -0.778 0.771
C: 2.948 -0.035 -1.099
C: 2.748 -0.779 -2.183
C: -1.805 0.577 0.852
H: 3.849 0.562 -1.012
H: 2.308 -0.024 -0.222
H: 1.782 -1.093 -2.553
H: -1.306 -1.208 -0.024
H: -1.896 -1.433 1.518
H: -1.446 1.089 -0.047
H: 3.578 -0.794 -2.879

LUMO energy: 0.0252 Eh
Energy: -6761.0434 eV
Relative energy (zero: lowest compared OMol25 entry of this formula, charge and spin): 164.69 kJ/mol
SMILES: NC=O.C=C
Largest force on an atom: 1.4 eV/A

No. 2
This record from OMol25 describes a molecular structure, C3H7NO in a non-equilibrium geometry. The level of theory is ωB97M-V/def2-TZVPD.

Cartesian coordinates (Å):
O: -0.950 -0.547 -1.544
N: 0.820 -0.841 0.376
C: -0.116 -0.397 1.506
C: -0.088 0.537 -1.354
C: 0.765 0.323 -0.144
H: 1.236 1.198 0.344
H: -0.677 1.452 -1.194
H: -0.112 -1.357 1.976
H: 0.193 0.413 2.191
H: -0.505 -1.290 -1.088
H: 0.581 0.707 -2.203
H: -1.148 -0.199 1.132

LUMO energy: 0.0166 Eh
Energy: -6758.5385 eV
Relative energy (zero: lowest compared OMol25 entry of this formula, charge and spin): 406.38 kJ/mol
Largest force on an atom: 1.3 eV/A

No. 3
This record from OMol25 describes 2 unconnected molecules or ions with the total composition C3H7NO in a non-equilibrium geometry. The level of theory is ωB97M-V/def2-TZVPD.

Cartesian coordinates (Å):
O: 1.946 0.629 0.295
N: 0.142 -0.979 -0.721
C: -2.301 -0.334 0.013
C: 1.497 1.681 0.678
C: -1.352 -1.173 -0.397
H: 1.997 2.650 0.261
H: 0.505 1.971 1.128
H: 0.264 0.011 -0.359
H: -2.059 0.405 0.841
H: -3.327 -0.606 -0.196
H: -1.668 -2.255 -0.756
H: 0.662 -1.406 0.010

LUMO energy: 0.0073 Eh
Energy: -6758.7980 eV
Relative energy (zero: lowest compared OMol25 entry of this formula, charge and spin): 381.35 kJ/mol
SMILES: C=CN.C=O
Largest force on an atom: 5.2 eV/A